This record from OMol25 describes a molecular structure, C12H25ClN2Nb. The level of theory is the ωB97M-V functional and the def2-TZVPD basis.

- E_tot: -29897.1521 eV
- Charge: -1
- LUMO level: 3.05 eV

Each line ends with the natural charge from an NBO analysis.
Cartesian coordinates (Å):
C (1.90661, 4.31539, -0.41452)  -0.61
C (2.12255, 3.02997, 0.47162)  -0.43
C (3.17695, 1.98429, -0.08812)  -0.66
Cl (3.94582, 2.45063, -1.68531)  -0.12
Nb (2.31055, -0.14292, -0.15786)  1.89
C (0.32612, 0.54436, -1.04940)  -1.22
N (1.62337, 0.10709, 1.87829)  -1.24
C (1.53699, -2.28974, -0.16144)  -0.91
C (0.06140, -2.37458, 0.41422)  -0.41
C (-1.02079, -2.74836, -0.68295)  -0.40
C (-2.49509, -2.73472, -0.13491)  -0.20
N (-3.10267, -1.39436, -0.03233)  -0.35
C (-3.16694, -0.37653, -0.95421)  -0.05
C (-3.92443, 0.70814, -0.33988)  -0.32
C (-4.26184, 0.20985, 1.02367)  -0.30
C (-3.72358, -1.11825, 1.19155)  -0.10
H (0.94093, 4.78673, -0.06258)  0.19
H (1.77349, 4.11751, -1.50188)  0.22
H (2.70748, 5.06635, -0.18625)  0.20
H (1.11671, 2.57755, 0.69719)  0.22
H (2.50044, 3.39820, 1.47037)  0.19
H (4.01816, 1.95233, 0.66301)  0.22
H (3.89006, -0.80589, 0.51704)  -0.38
H (3.04602, -0.43108, -1.81852)  -0.35
H (-0.38193, 0.70096, -0.19344)  0.23
H (0.48242, 1.54690, -1.55429)  0.23
H (-0.06654, -0.14307, -1.84082)  0.21
H (2.36797, 0.60565, 2.38071)  0.37
H (1.66488, -0.85213, 2.26040)  0.37
H (1.55545, -2.76411, -1.18623)  0.22
H (2.18786, -2.94442, 0.48564)  0.22
H (-0.29248, -1.45503, 0.94605)  0.21
H (0.02757, -3.21483, 1.16541)  0.18
H (-0.80254, -3.82641, -0.94765)  0.19
H (-0.88828, -2.17441, -1.63420)  0.21
H (-2.49142, -3.26851, 0.84538)  0.21
H (-3.11217, -3.30880, -0.88576)  0.19
H (-2.72240, -0.39422, -1.97281)  0.23
H (-4.20154, 1.67607, -0.79763)  0.22
H (-4.84922, 0.75394, 1.78873)  0.21
H (-3.78595, -1.76952, 2.08370)  0.22